(1)
This record from OMol25 describes a structure of composition C18H40P2SiZn in a non-equilibrium geometry. The level of theory is wB97M-V/def2-TZVPD.

Last column: Löwdin charge in e.
Element x y z (Å)
P: -2.2252 2.4953 -1.1445  0.844
P: -3.1394 -0.6087 -1.5478  0.714
C: -3.4877 2.1191 -2.4075  -0.436
C: -4.1759 0.7972 -2.1817  -0.464
H: -2.9643 2.1758 -3.3672  0.078
H: -4.1944 2.9529 -2.3742  0.077
H: -4.9739 0.8732 -1.4417  0.076
H: -4.6393 0.4717 -3.1114  0.068
C: -2.1470 -0.8656 -3.0907  -0.288
H: -1.3979 -1.6609 -2.9511  0.034
H: -1.6113 0.0624 -3.3512  0.031
H: -2.8133 -1.1356 -3.9294  0.047
C: -4.5368 -1.8724 -1.8849  -0.487
H: -5.2224 -1.5176 -2.6543  0.034
H: -5.1222 -1.9528 -0.9220  -0.039
H: -4.0565 -2.7942 -2.2913  0.013
C: -1.4444 4.0289 -1.7919  -0.259
H: -0.6182 4.3323 -1.1306  0.031
H: -2.1935 4.8364 -1.8141  0.040
H: -1.0483 3.8794 -2.8071  0.044
C: -3.2304 3.2841 0.1674  -0.261
H: -3.8727 2.5236 0.6224  0.044
H: -3.8408 4.0846 -0.2695  0.041
H: -2.5651 3.7092 0.9281  0.037
Zn: -3.3964 -2.6735 0.0078  0.292
C: 0.5677 -0.6975 0.3970  -0.157
C: 1.0516 -0.2735 -0.7846  -0.116
C: 0.8011 1.0892 -1.3473  -0.239
C: 1.7686 2.1248 -0.7541  -0.193
C: 1.2196 2.9248 0.3628  -0.127
C: 0.1189 2.6729 1.0909  -0.151
C: -0.6455 1.3992 1.2963  -0.241
C: 0.1884 0.1011 1.5754  -0.180
C: 3.5081 -1.1915 2.4636  -0.188
H: 0.3113 -1.7494 0.4449  0.088
H: 1.3138 -1.0545 -1.5438  0.108
H: -0.2721 1.3907 -1.1861  0.008
H: 0.9232 0.9735 -2.4551  0.114
H: 2.6243 1.5814 -0.3193  0.118
H: 2.0720 2.6975 -1.6539  0.116
H: 1.8004 3.8189 0.5807  0.101
H: -0.2392 3.4634 1.7696  0.099
H: -1.3609 1.1994 0.4488  0.011
H: -1.2793 1.6330 2.1960  0.116
H: 1.1191 0.3494 2.1040  0.101
H: -0.4982 -0.4585 2.2470  0.116
H: 3.3035 -1.0227 3.5316  0.036
H: 2.6077 -0.9509 1.8846  -0.010
H: 4.3128 -0.5144 2.1340  0.041
C: 5.7306 -3.1917 3.0172  -0.187
Si: 3.9537 -2.9919 2.3662  0.428
C: 3.7555 -3.4824 0.5808  -0.194
C: 2.7857 -4.0321 3.3925  -0.191
H: 6.4496 -2.5945 2.4353  0.028
H: 6.0736 -4.2340 2.9610  0.024
H: 5.8706 -2.8813 4.0660  0.032
H: 4.3062 -4.4319 0.5026  0.025
H: 2.7497 -3.6276 0.1528  0.034
H: 4.2583 -2.7403 -0.0518  0.030
H: 3.2167 -5.0419 3.4244  0.028
H: 2.6791 -3.6806 4.4274  0.030
H: 1.7711 -4.1211 2.9808  0.032

Computed properties:
Orbital gap   7.1 eV
HOMO energy   -6.7 eV
Multiplicity   1


(2)
This record from OMol25 describes a structure of composition C18H41CeO2P3 in a non-equilibrium geometry. The level of theory is wB97M-V/def2-TZVPD.

Last column: Löwdin charge in e.
Element x y z (Å)
Ce: 0.0675 0.5716 0.2342  0.979
P: -2.3555 1.6318 -1.0165  0.731
P: -2.1176 -1.2663 1.1603  0.765
P: 2.6108 2.1953 0.8949  0.877
H: 0.8764 -4.8224 0.4808  0.071
C: 1.7317 -4.1480 0.6259  -0.062
C: 2.1032 -3.7187 1.8407  -0.089
H: 1.4991 -3.9123 2.7356  0.056
C: -3.0773 0.6457 -2.3876  -0.223
C: -3.9103 2.2198 -0.2324  -0.238
C: -1.9147 3.1478 -1.9537  -0.254
C: -1.3331 -2.6000 2.1420  -0.229
C: -3.4545 -0.7155 2.2814  -0.222
C: -3.0368 -2.2950 -0.0417  -0.228
C: 3.2561 0.8080 1.8750  -0.151
C: 3.1834 3.7075 1.6658  -0.168
C: 3.6040 2.0088 -0.6059  -0.147
H: 2.3121 -3.9014 -0.2749  0.059
H: 3.0159 -3.1223 1.9663  0.045
H: -2.3345 0.5026 -3.1818  0.048
H: -3.9518 1.1675 -2.8006  0.080
H: -3.3936 -0.3396 -2.0262  0.032
H: -4.5069 2.7944 -0.9559  0.075
H: -3.6699 2.8691 0.6196  0.057
H: -4.5139 1.3784 0.1302  0.044
H: -2.7962 3.5320 -2.4867  0.076
H: -1.1229 2.9242 -2.6800  0.055
H: -1.5491 3.9179 -1.2622  0.050
H: -2.0184 -3.4590 2.1859  0.076
H: -1.1296 -2.2457 3.1612  0.045
H: -0.3863 -2.9260 1.6868  0.011
H: -4.1861 -1.5198 2.4430  0.081
H: -3.9645 0.1522 1.8447  0.030
H: -3.0223 -0.4143 3.2448  0.034
H: -3.3813 -3.2197 0.4464  0.073
H: -2.3471 -2.5446 -0.8616  0.055
H: -3.8959 -1.7425 -0.4466  0.049
H: 4.2987 0.6819 1.5570  0.097
H: 2.7408 -0.1546 1.7065  0.069
H: 3.2453 1.0854 2.9363  0.087
H: 4.1103 4.0525 1.1820  0.090
H: 3.2853 3.5562 2.7502  0.087
H: 2.4386 4.4996 1.5296  0.081
H: 4.2898 2.8672 -0.6675  0.093
H: 3.0131 1.9225 -1.5270  0.076
H: 4.2161 1.1094 -0.5099  0.077
C: 0.9225 -1.1934 -2.2765  -0.386
C: 0.1233 -1.2757 -3.4321  -0.014
C: 0.7280 -1.2153 -4.6834  -0.043
C: 2.1216 -1.1257 -4.8063  -0.046
C: 2.9103 -1.0660 -3.6487  -0.065
C: 2.3299 -1.1293 -2.3831  -0.047
O: 0.3126 -1.1547 -1.0678  -0.370
H: 1.1474 2.4849 0.9428  0.013
H: -0.9598 -1.3317 -3.3135  0.108
H: 0.1128 -1.2416 -5.5789  0.123
H: 2.6040 -1.1173 -5.7920  0.127
H: 3.9925 -0.9660 -3.7336  0.118
H: 2.9353 -1.1025 -1.4709  0.103
C: -0.3286 0.4641 3.8811  -0.034
O: -0.2665 1.1563 2.6148  -0.300
H: -1.3698 0.3398 4.1791  0.092
H: 0.2536 1.0076 4.6379  0.122
H: 0.0989 -0.5221 3.7390  0.088
H: -0.1959 2.1070 2.7841  0.111

Computed properties:
Orbital gap (alpha / beta)   5.0 / 5.0 eV
Charge   +3
Energy relative to the best compared isomer or geometry (same formula, charge and spin)   4.9 kcal per mole
HOMO energy (alpha / beta)   -16.0 / -16.0 eV
Multiplicity   2


(3)
This record from OMol25 describes a structure of composition C18H41Cl4N4O5Pd in a non-equilibrium geometry. The level of theory is wB97M-V/def2-TZVPD.

Last column: Löwdin charge in e.
Element x y z (Å)
Pd: -0.4057 -2.7972 0.6778  0.828
C: 0.8985 1.1760 0.1406  -0.051
C: -0.4837 0.7883 0.7733  -0.290
O: -0.7367 -0.5742 0.9468  -0.123
H: 0.9255 2.2479 -0.0553  0.030
H: 1.0522 0.6797 -0.8176  0.069
H: 1.8714 0.8632 0.5197  0.040
H: -1.3040 1.2082 0.1911  0.092
H: -0.4797 1.2994 1.7361  0.112
Cl: -3.6109 0.9644 4.9622  0.543
C: -3.0833 0.2766 3.3789  -0.653
C: -3.7119 -1.1263 3.0343  -0.592
Cl: -5.4993 -0.8667 2.8074  0.553
H: -2.0014 0.1625 3.4475  0.049
H: -3.3578 0.9463 2.5639  0.050
H: -3.4631 -1.9109 3.7488  0.072
H: -3.3026 -1.5451 2.1150  0.027
Cl: -0.3813 3.9240 -1.7803  0.602
C: -2.0784 3.7181 -1.2904  -0.668
C: -2.3349 4.2598 0.0822  -0.639
Cl: -4.0772 4.1191 0.5638  0.537
H: -2.3000 2.6650 -1.4637  0.031
H: -2.6872 4.2352 -2.0321  0.077
H: -2.0544 5.3073 0.1927  0.076
H: -1.7268 3.7272 0.8134  0.054
C: -3.0671 0.1657 -2.1666  -0.373
O: -2.5585 0.6300 -3.1699  0.001
N: -4.3338 0.3541 -1.7207  -0.155
C: -4.7392 -0.3743 -0.4829  -0.063
C: -5.3710 1.0841 -2.4270  -0.042
H: -2.5109 -0.5424 -1.5330  0.114
H: -4.9740 0.3554 0.2920  0.061
H: -4.0945 -1.1470 -0.0641  0.062
H: -5.5607 -1.0424 -0.7414  0.091
H: -5.0903 1.4483 -3.4153  0.092
H: -6.2224 0.4354 -2.6326  0.091
H: -5.7582 1.9952 -1.9708  0.087
C: 2.8074 -3.0196 1.9300  -0.247
O: 1.6467 -3.0872 1.4699  -0.119
N: 3.8031 -2.6043 1.1276  -0.156
C: 5.0986 -2.3112 1.7416  -0.058
C: 3.7620 -2.2550 -0.3054  0.002
H: 3.1487 -3.1949 2.9620  0.152
H: 5.4101 -1.3054 1.4598  0.062
H: 5.9200 -2.9585 1.4344  0.098
H: 5.0915 -2.2350 2.8289  0.094
H: 2.7798 -2.5674 -0.6601  0.064
H: 3.8572 -1.1696 -0.3357  0.089
H: 4.5549 -2.6976 -0.9084  0.102
C: 0.0510 -2.0442 -2.4476  -0.311
O: 0.4171 -2.2615 -1.3076  -0.105
N: -0.0483 -2.9388 -3.4383  -0.142
C: -0.6375 -2.5376 -4.7471  -0.011
C: 0.4375 -4.3212 -3.2820  -0.018
H: -0.3625 -1.0783 -2.7766  0.137
H: 0.1064 -2.4033 -5.5324  0.098
H: -1.0817 -1.5430 -4.7085  0.080
H: -1.4908 -3.1795 -4.9660  0.099
H: -0.3444 -5.0527 -3.4863  0.095
H: 1.1888 -4.5154 -4.0474  0.094
H: 0.9305 -4.5474 -2.3366  0.086
C: 4.7144 3.1490 3.3190  -0.303
O: 4.8758 4.3817 3.3120  -0.011
N: 4.4042 2.4382 2.1958  -0.186
C: 4.1302 1.0559 2.3757  -0.084
C: 4.2070 3.1493 0.8971  0.004
H: 4.7504 2.5885 4.2660  0.134
H: 4.2411 0.6228 3.3698  0.100
H: 4.6574 0.5222 1.5849  0.064
H: 3.0845 0.9104 2.1048  0.063
H: 3.2096 2.9735 0.4941  0.065
H: 4.4130 4.2110 1.0330  0.091
H: 4.8792 2.7165 0.1562  0.087

Computed properties:
Orbital gap (alpha / beta)   7.7 / 5.9 eV
Charge   +1
HOMO energy (alpha / beta)   -11.3 / -11.3 eV
Multiplicity   3


(4)
This record from OMol25 describes a structure of composition C18H41N2OP3SW in a non-equilibrium geometry. The level of theory is wB97M-V/def2-TZVPD.

Last column: Löwdin charge in e.
Element x y z (Å)
W: -0.7566 0.6794 0.0613  0.733
P: 1.3661 0.1746 1.2962  0.753
P: 1.1596 -0.0853 -1.8729  0.777
P: -1.8225 0.6344 2.1553  0.721
H: -3.8611 -0.2163 -1.8980  0.104
C: -3.5858 0.5420 -1.1415  0.128
C: -2.4730 1.4524 -1.1298  -0.258
H: -1.8459 1.6003 -2.0547  0.102
C: 1.6844 -1.4752 2.0929  -0.201
C: 3.1888 0.3716 0.8736  -0.222
C: 1.9001 1.3279 2.6648  -0.247
C: 0.2847 -0.6544 -3.4185  -0.263
C: 2.6263 0.7225 -2.7459  -0.181
C: 1.8617 -1.8066 -1.5183  -0.240
C: -3.6457 0.5235 2.2390  -0.178
C: -1.2110 2.3330 1.9002  -0.234
C: -1.1582 0.0644 3.7737  -0.170
H: -4.4198 0.6707 -0.4337  0.091
H: -2.6260 2.3310 -0.4676  0.082
H: 2.5229 -1.3338 2.7893  0.082
H: 1.9548 -2.2157 1.3323  0.056
H: 0.8211 -1.8435 2.6520  0.039
H: 3.7132 0.1316 1.8189  0.077
H: 3.4000 1.4191 0.6136  0.031
H: 3.5756 -0.3086 0.1165  0.047
H: 2.7489 0.8433 3.1884  0.087
H: 1.1427 1.6175 3.3945  0.021
H: 2.2743 2.2431 2.1777  0.029
H: 1.0815 -0.7021 -4.1969  0.083
H: -0.4222 0.1651 -3.6473  0.047
H: -0.2516 -1.6300 -3.3755  0.038
H: 3.4761 0.0332 -2.7816  0.080
H: 2.8956 1.6395 -2.1941  0.032
H: 2.3942 0.9597 -3.7915  0.069
H: 2.1918 -2.1900 -2.4871  0.079
H: 1.0901 -2.4714 -1.1130  0.020
H: 2.7145 -1.7708 -0.8456  0.028
H: -3.8495 0.7991 3.3090  0.096
H: -3.9341 -0.5455 2.0246  0.097
H: -4.1409 1.2219 1.5048  0.069
H: -0.5739 2.6630 2.7500  0.103
H: -2.1431 2.8990 1.8889  0.090
H: -0.6477 2.4587 0.9015  0.034
H: -1.8458 0.4765 4.5471  0.097
H: -0.1233 0.4496 3.8976  0.038
H: -1.1758 -1.0543 3.7749  0.086
C: -2.1848 -2.8875 -1.4328  -0.480
C: -2.2910 -3.9955 -0.5720  -0.088
C: -2.6126 -5.2161 -1.1307  0.009
C: -3.2149 -5.2484 -2.4225  0.058
C: -3.1036 -4.1459 -3.3010  0.010
C: -2.6198 -2.9313 -2.7852  -0.068
S: -1.3136 -1.5095 -0.6625  0.789
H: -0.8432 -1.0036 0.9218  -0.026
H: -2.0817 -3.8260 0.4680  0.109
H: -2.3347 -6.1682 -0.5998  0.165
H: -3.7819 -6.1256 -2.7759  0.155
H: -3.4013 -4.2096 -4.3708  0.157
H: -2.6008 -1.9980 -3.4212  0.136
N: 2.8297 5.1984 -0.3529  0.172
C: 3.4940 4.1223 0.1199  -0.668
N: 3.5380 4.0318 1.5075  0.130
O: 4.0235 3.2912 -0.6093  0.015
H: 2.3656 5.8862 0.2473  0.126
H: 2.8380 5.3270 -1.3487  0.119
H: 4.2430 3.3835 1.8420  0.114
H: 3.4967 4.8804 2.0536  0.114

Computed properties:
Orbital gap (alpha / beta)   3.7 / 3.5 eV
Charge   +4
Energy relative to the best compared isomer or geometry (same formula, charge and spin)   169.7 kcal per mole
HOMO energy (alpha / beta)   -19.2 / -19.2 eV
Multiplicity   3


Results for total energy: -3461.223069; -2359.088591; -3273.932650; -2382.718368 (in hartree, following the order of the records).